[1]
11
Properties=species:S:1:pos:R:3 method="wB97M-V/def2-TZVPD" lumo_energy_ev=0.93 multiplicity=1 gap_ev=9.08
N 0.9611 -1.3267 -0.9763
C 0.0152 -0.6422 -0.2447
O -1.1920 -0.5848 -0.8441
C 0.2466 -0.0173 0.9325
C -1.2206 2.0053 0.0029
O -0.9243 3.0722 0.2685
H 1.9155 -1.2561 -0.6529
H 0.8512 -1.3164 -1.9781
H 1.2459 0.0751 1.3244
H -0.5499 0.1549 1.6403
H -1.5448 0.2981 -0.5579

[2]
104
Properties=species:S:1:pos:R:3 method="wB97M-V/def2-TZVPD" lumo_energy_ev="0.42 / -0.82" multiplicity=2 s2=0.762 gap_ev="7.41 / 6.74"
Cd -0.1596 -0.1773 -0.9884
N 0.9958 -0.9234 1.9624
C 2.3108 -0.4872 2.0675
C 2.8601 -0.1989 3.3215
C 4.1702 0.2186 3.4381
C 4.9763 0.3557 2.3115
C 4.4346 0.1003 1.0668
C 3.1061 -0.3027 0.9273
P 2.3697 -0.5368 -0.7004
C 2.6403 -2.3065 -1.0560
C 2.8590 -3.2180 -0.0265
C 2.9443 -4.5771 -0.2952
C 2.8236 -5.0374 -1.5973
C 2.6110 -4.1339 -2.6305
C 2.5071 -2.7801 -2.3601
C 3.3974 0.3881 -1.8625
C 4.4826 -0.1486 -2.5497
C 5.2366 0.6593 -3.3877
C 4.9162 2.0017 -3.5355
C 3.8356 2.5404 -2.8506
C 3.0714 1.7367 -2.0187
H 0.7809 -1.6270 1.2630
H 0.5643 -1.1614 2.8428
H 2.2455 -0.3183 4.2062
H 4.5716 0.4329 4.4204
H 6.0068 0.6690 2.4047
H 5.0408 0.2356 0.1794
H 2.9774 -2.8734 0.9938
H 3.1122 -5.2735 0.5163
H 2.8955 -6.0965 -1.8089
H 2.5070 -4.4844 -3.6492
H 2.3009 -2.0914 -3.1692
H 4.7420 -1.1930 -2.4318
H 6.0785 0.2396 -3.9232
H 5.5082 2.6288 -4.1900
H 3.5763 3.5841 -2.9706
H 2.2053 2.1467 -1.5095
C -1.3911 -4.0670 -1.8922
C -0.8666 -2.7161 -1.4783
O -0.3285 -2.0016 -2.3934
N -0.9483 -2.2294 -0.2640
Te -1.9260 -3.1763 1.5347
C -3.0845 -4.6664 2.6678
C -3.7906 -4.2775 3.8074
C -3.9268 -2.8470 4.2588
C -4.4398 -5.2573 4.5619
C -4.3913 -6.5980 4.2235
C -5.0976 -7.6393 5.0466
C -3.6653 -6.9615 3.0939
C -3.0103 -6.0198 2.3123
C -2.2380 -6.4872 1.1074
C -3.6434 -1.9984 1.1174
C -3.6344 -0.6353 1.4200
C -2.4819 0.0997 2.0449
C -4.7599 0.1315 1.1114
C -5.8821 -0.4143 0.5203
C -7.0796 0.4281 0.1810
C -5.8672 -1.7748 0.2302
C -4.7727 -2.5798 0.5136
C -4.8625 -4.0346 0.1442
H -1.0622 -4.2779 -2.9068
H -2.4806 -4.0589 -1.8716
H -1.0414 -4.8508 -1.2202
H -3.0871 -2.2257 3.9496
H -3.9966 -2.8008 5.3461
H -4.8296 -2.3926 3.8434
H -4.9914 -4.9541 5.4464
H -5.5257 -7.2052 5.9495
H -4.4139 -8.4355 5.3452
H -5.9085 -8.1026 4.4812
H -3.6116 -8.0084 2.8115
H -2.4248 -7.5436 0.9163
H -1.1613 -6.3591 1.2472
H -2.5140 -5.9244 0.2147
H -1.7002 -0.5621 2.4052
H -2.8280 0.7033 2.8863
H -2.0347 0.7822 1.3167
H -4.7361 1.1932 1.3334
H -6.9547 1.4510 0.5339
H -7.9868 0.0209 0.6306
H -7.2374 0.4623 -0.8987
H -6.7344 -2.2262 -0.2404
H -5.7204 -4.2021 -0.5059
H -4.9710 -4.6722 1.0226
H -3.9693 -4.3683 -0.3830
C -3.0189 4.9717 -2.8741
C -2.0517 4.1153 -3.6551
O -0.9149 3.7907 -2.8299
P -0.6627 2.3552 -2.2048
O 0.2003 2.4123 -0.9898
Te -2.6293 1.0613 -1.8058
O 0.2376 1.5454 -3.2790
C -0.2177 1.2109 -4.5986
C 0.6805 0.1162 -5.1230
H -3.8442 5.2851 -3.5153
H -2.5146 5.8598 -2.4945
H -3.4267 4.4115 -2.0327
H -1.6499 4.6425 -4.5204
H -2.5284 3.1947 -4.0006
H -0.1712 2.1112 -5.2177
H -1.2554 0.8686 -4.5399
H 1.7210 0.4443 -5.1360
H 0.3870 -0.1525 -6.1391
H 0.5861 -0.7688 -4.4918

[3]
17
Properties=species:S:1:pos:R:3 method="wB97M-V/def2-TZVPD" lumo_energy_ev="0.44 / 0.44" multiplicity=1 gap_ev="7.98 / 7.98"
C -1.2232 -1.7545 0.3698
C -1.6987 0.7527 -0.0478
C -0.7708 -0.4069 -0.0254
N 0.4657 -0.2792 -0.3643
O 3.0263 -0.5399 0.0145
O 1.4767 2.7018 0.2649
P 1.8579 -1.4366 0.0403
H -0.4189 -2.2127 0.9536
H -1.3501 -2.3842 -0.5112
H -2.1512 -1.7325 0.9314
H -2.4862 0.6358 0.6929
H -2.1733 0.8175 -1.0285
H -1.1624 1.6849 0.1265
H 1.9988 3.3851 -0.1585
H 2.1079 2.0523 0.5973
H 0.8069 0.6662 -0.5574
H 1.6943 -1.9498 -1.2979

[4]
76
Properties=species:S:1:pos:R:3 method="wB97M-V/def2-TZVPD" lumo_energy_ev="-0.30 / -0.30" multiplicity=2 s2=0.760 gap_ev="6.71 / 6.77"
Ru -0.6379 0.1900 0.2565
N -2.8900 0.1374 0.0714
C -3.4200 0.9079 -1.0015
C -4.3543 1.9002 -0.7445
C -4.8747 2.6510 -1.7859
C -4.4493 2.4118 -3.0857
C -3.4996 1.4315 -3.3262
C -2.9757 0.6660 -2.2873
C -1.9447 -0.3587 -2.5316
C -2.0774 -1.1850 -3.6566
C -1.0849 -2.0800 -4.0104
C 0.0745 -2.1377 -3.2467
C 0.1883 -1.3588 -2.1050
C -0.8263 -0.4815 -1.6976
H -3.2530 0.3960 0.9795
H -2.9287 -0.8651 -0.0700
H -4.6709 2.0825 0.2761
H -5.6178 3.4104 -1.5829
H -4.8451 2.9952 -3.9063
H -3.1365 1.2661 -4.3330
H -2.9851 -1.1251 -4.2461
H -1.2065 -2.7141 -4.8795
H 0.8853 -2.7980 -3.5320
H 1.0969 -1.4370 -1.5234
C -2.9947 -0.7675 4.5105
C -1.8996 -0.8887 3.4830
O -1.9210 -0.2381 2.4476
N -0.9148 -1.7725 3.7741
C 0.2399 -2.0028 2.9110
C -0.0938 -2.8821 1.7311
C 0.2964 -4.2123 1.7013
C -0.0912 -5.0112 0.6375
C -0.8891 -4.4567 -0.3438
C -1.2351 -3.1188 -0.2387
N -0.8241 -2.3230 0.7524
H -3.3776 0.2493 4.4896
H -2.6491 -1.0063 5.5153
H -3.8070 -1.4467 4.2459
H -1.0065 -2.3310 4.6042
H 1.0250 -2.4494 3.5180
H 0.5740 -1.0329 2.5523
H 0.8877 -4.6150 2.5133
H 0.2100 -6.0495 0.5870
H -1.2418 -5.0392 -1.1832
H -1.8593 -2.6657 -0.9995
S -1.1344 2.5167 0.5375
C 0.3227 2.7213 1.4365
S 0.8183 1.3086 2.2556
C 1.0423 3.8989 1.4585
C 2.3562 3.9267 2.0177
N 3.4383 3.9129 2.4168
C 0.5528 5.0928 0.8440
N 0.1664 6.0628 0.3565
C 4.8260 -0.4816 0.9360
C 3.4869 -0.9172 1.4930
N 2.4869 -0.7280 0.4518
C 2.3996 0.4709 -0.2214
N 1.2457 0.8381 -0.7017
C 1.1591 1.9753 -1.6185
C 2.4968 2.2832 -2.2577
C 3.5414 2.3851 -1.1699
N 3.5766 1.1233 -0.4421
C 4.7124 0.9549 0.4649
H 5.0926 -1.1241 0.0937
H 5.6022 -0.5617 1.6971
H 3.2447 -0.3256 2.3836
H 3.5007 -1.9743 1.7630
H 1.5685 -1.0903 0.6539
H 0.7852 2.8486 -1.0873
H 0.4167 1.7246 -2.3791
H 2.4416 3.2076 -2.8321
H 2.7746 1.4674 -2.9322
H 3.3344 3.2185 -0.4902
H 4.5329 2.5432 -1.5979
H 4.6071 1.6367 1.3156
H 5.6101 1.2395 -0.0859

[5]
16
Properties=species:S:1:pos:R:3 method="wB97M-V/def2-TZVPD" smiles="C1=C[C@@H]2CN[C@H]2C1" lumo_energy_ev=1.06 multiplicity=1 gap_ev=10.16
C -1.8690 -0.1225 -0.0011
C -1.1885 -1.2473 0.0547
C 0.3119 -0.8279 -0.1524
C 1.8297 -0.6470 0.0736
N 1.6161 0.7603 -0.2853
C 0.1771 0.6442 0.1799
C -1.1553 1.1581 -0.1551
H -2.9764 -0.2215 -0.0685
H -1.5551 -2.2435 0.0403
H 0.2718 -0.9654 -1.3392
H 2.5805 -1.0323 -0.6851
H 2.2421 -0.9788 1.0207
H 2.0736 1.3294 0.3610
H 0.2180 0.6569 1.2704
H -1.2437 1.9817 0.7541
H -1.3327 1.7555 -1.0681

Taking the records one at a time from the top gives ΔE to the lowest compared entry with this formula, charge and spin values of 155.37, 0.00, 296.01, 101.89, 432.38 kJ/mol.